16
Properties=species:S:1:pos:R:3:forces:R:3 method="wB97M-V/def2-TZVPD" multiplicity=1 orbital_gap_ev=9.774 de_lowest_kcal_mol=107.6 e_tot_ev=-8864.5458 total_charge=0
C 0.72809 -0.34117 -0.22483 -2.21 1.50 -1.85
C -0.04278 -0.81245 0.99687 0.53 -2.85 -1.90
C -0.84999 0.90819 -0.30936 3.34 -3.08 4.11
C 0.71678 1.16808 -0.03764 -2.57 1.75 2.70
C -0.54698 -0.16993 -1.28494 -0.59 -0.11 -1.92
H 2.06084 -1.27809 0.51257 0.58 0.57 -3.56
H -0.20826 -1.94354 0.86705 -0.91 1.37 -0.29
H 0.73412 -0.94651 1.70781 0.45 1.17 2.19
H -1.99460 -0.34909 1.14132 -1.22 -0.37 -0.38
H -1.54418 1.59260 -0.38501 -3.31 3.74 -0.79
H 1.02297 1.84374 -0.75001 1.17 0.60 -2.59
H 1.06457 1.81580 0.92217 -1.03 -2.35 -1.43
H -1.44084 -0.88654 -1.30008 1.70 0.27 0.04
H -0.45695 0.21944 -2.41795 0.60 -0.84 2.68
N -1.13423 0.12242 1.04779 1.71 1.22 -0.55
O 1.89145 -0.94295 -0.48576 1.77 -2.60 3.55

***

16
Properties=species:S:1:pos:R:3:forces:R:3 method="wB97M-V/def2-TZVPD" multiplicity=1 orbital_gap_ev=11.183 de_lowest_kcal_mol=7.9 e_tot_ev=-11457.1775 total_charge=0
C 1.29260 -0.12824 1.08881 -0.22 -0.25 -0.26
C 0.57427 -0.69410 -0.11963 -0.92 1.46 -0.13
O 1.42913 -1.11260 -1.10689 0.21 -0.30 -0.49
O -0.37419 -1.71688 0.25926 -0.58 -0.09 0.10
H 1.91860 -1.89323 -0.81665 -0.01 0.11 0.08
H 0.57633 0.16781 1.84905 -0.01 0.05 0.11
H 1.95072 -0.88998 1.50489 0.05 -0.03 0.07
H 1.88795 0.72920 0.78607 0.04 0.05 0.00
C -0.93159 1.58404 -0.28980 0.06 -0.25 0.00
C -0.64141 0.16372 -0.72788 1.31 -0.44 0.35
C -1.46045 -0.94661 -0.12606 0.09 -0.31 0.09
O -2.60849 -1.16462 0.07849 0.11 -0.08 -0.03
H -0.57942 0.08314 -1.81344 -0.11 -0.09 0.01
H -1.86555 1.91495 -0.73922 -0.05 0.05 0.02
H -0.13755 2.25150 -0.61785 0.03 0.06 0.00
H -1.03096 1.65189 0.79084 -0.01 0.07 0.07

***

44
Properties=species:S:1:pos:R:3:forces:R:3 method="wB97M-V/def2-TZVPD" multiplicity=3 orbital_gap_ev="8.022 / 8.832" e_tot_ev=-96308.2173 total_charge=+3
W -0.85500 -0.09076 -0.07839 0.01 -0.40 -0.06
N -1.78229 0.26385 -2.03999 0.18 -0.10 0.08
C -2.14828 1.70060 -2.37166 0.10 0.23 0.02
C -1.11767 2.65495 -1.79080 0.06 -0.18 -0.10
C 0.32321 2.43402 -2.30603 0.02 -0.03 0.09
C 1.30305 1.78259 -1.33970 -0.01 -0.01 -0.05
N 1.02771 0.29074 -1.07296 -0.01 0.09 0.06
H -1.12404 -0.03707 -2.76239 -0.05 -0.03 -0.04
H -2.60790 -0.31637 -2.19813 -0.01 0.01 0.02
H -3.14048 1.88202 -1.96256 0.02 0.02 0.04
H -2.20641 1.78024 -3.45686 -0.04 0.01 0.00
H -1.16156 2.59935 -0.69596 0.06 0.20 -0.08
H -1.43179 3.66894 -2.03692 -0.07 -0.01 0.01
H 0.76552 3.40601 -2.52967 0.00 0.00 0.00
H 0.33303 1.90710 -3.26786 -0.02 -0.01 0.00
H 1.29662 2.28418 -0.37167 -0.01 -0.02 0.01
H 2.31524 1.83027 -1.74030 0.00 0.01 0.01
H 1.78462 -0.05190 -0.47506 0.02 0.01 -0.02
H 1.17783 -0.19406 -1.96106 -0.06 -0.02 0.00
C 2.01130 -0.01972 3.13562 0.03 0.00 -0.05
C 0.54415 0.03188 2.78580 -0.09 -0.06 0.00
C -0.38035 -0.37029 3.91966 0.01 -0.01 -0.01
O 0.28143 -0.87914 1.59579 0.04 0.24 0.06
C 0.14545 1.39149 2.24045 0.09 0.11 0.04
O 0.50821 2.44791 2.58991 -0.02 -0.02 0.01
O -0.79387 1.26894 1.17707 -0.15 0.05 0.01
H 2.28276 -1.00712 3.50897 -0.01 0.00 0.01
H 2.20645 0.70653 3.92505 -0.01 0.00 0.00
H 2.64376 0.23492 2.28479 0.00 0.01 0.01
H -0.12429 -1.36817 4.28146 0.00 0.00 -0.01
H -1.43081 -0.33931 3.62720 0.00 0.00 -0.01
H -0.23899 0.32062 4.75179 0.00 0.01 -0.01
H 0.26585 -1.79343 1.91586 -0.02 -0.05 -0.09
Br -3.41790 -0.59380 0.78252 -0.05 -0.05 0.09
C -2.75847 -2.27983 0.18606 0.02 -0.01 0.00
C -3.46848 -3.44909 0.20358 -0.05 0.01 0.02
C -2.80143 -4.58695 -0.25392 0.02 0.00 -0.01
C -1.48259 -4.49427 -0.68812 -0.01 0.00 0.00
C -0.84921 -3.26975 -0.66439 0.02 0.01 -0.01
N -1.48797 -2.15618 -0.23415 -0.01 0.03 -0.07
H -4.49066 -3.48576 0.55679 0.00 0.00 0.00
H -3.31503 -5.54077 -0.26471 0.00 0.00 0.00
H -0.94928 -5.36641 -1.04144 0.01 0.00 0.00
H 0.17721 -3.15151 -0.98863 0.00 -0.01 0.00

***

7
Properties=species:S:1:pos:R:3:forces:R:3 method="wB97M-V/def2-TZVPD" multiplicity=5 orbital_gap_ev="6.493 / 4.854" de_lowest_kcal_mol=2.2 e_tot_ev=-48877.1477 total_charge=-1
C -1.36514 -0.02564 -0.01099 0.83 0.01 0.00
F -2.00896 0.69924 -1.02774 -0.12 0.14 -0.20
F -2.03118 0.46298 1.12555 -0.13 0.08 0.22
F -1.97410 -1.28396 -0.15703 -0.11 -0.22 -0.02
H 1.19553 0.03130 0.02109 1.84 0.08 0.01
Co 3.95725 0.07986 0.02953 0.52 0.20 0.08
O 2.22660 0.03623 0.01959 -2.82 -0.30 -0.10

***

12
Properties=species:S:1:pos:R:3:forces:R:3 method="wB97M-V/def2-TZVPD" multiplicity=1 orbital_gap_ev=10.039 de_lowest_kcal_mol=101.0 e_tot_ev=-8232.3170 total_charge=0
C -0.63930 -0.46072 -0.20295 -0.06 0.97 0.14
C 0.55304 -0.32500 -1.06832 4.09 1.56 4.04
C -0.51702 -0.36948 1.29261 -0.06 -0.09 -0.18
N 1.38417 1.05099 -2.60622 -0.28 -0.59 0.65
N 0.46623 0.26621 -2.30919 0.10 0.98 -2.22
O -0.03402 -1.54368 -0.85465 0.07 -1.33 -0.51
H -1.58850 -0.14547 -0.63085 0.03 -0.12 -0.07
H 1.76679 -0.01846 -0.39578 -3.65 -1.15 -2.15
H 0.34665 -0.93670 1.62765 0.09 -0.01 0.03
H -1.40988 -0.77700 1.76481 0.00 -0.01 0.07
H -0.40058 0.66934 1.59990 -0.04 0.02 0.02
H 1.20310 1.44824 -3.53986 -0.30 -0.23 0.18

***

8
Properties=species:S:1:pos:R:3:forces:R:3 method="wB97M-V/def2-TZVPD" multiplicity=1 orbital_gap_ev=7.229 de_lowest_kcal_mol=8.1 e_tot_ev=-14001.4529 total_charge=-1
S -0.71605 -1.19648 -1.93891 -1.96 -0.74 0.30
H -2.08332 -1.65521 -1.80999 1.96 0.65 -0.17
C 0.56183 0.81581 0.65549 -0.10 0.43 -0.11
O 0.40309 -0.51685 1.06014 -0.75 -1.10 -0.59
H 1.14005 0.86269 -0.28536 -0.63 0.24 0.06
H 1.16485 1.37024 1.39335 -0.04 -0.43 0.13
H -0.40998 1.37707 0.61406 0.68 -0.50 -0.46
H -0.06047 -1.05726 0.31121 0.84 1.46 0.83